1.
# C10H12O2S

The molecule C10H12O2S at a distorted geometry (ωB97M-V/def2-TZVPD, the OMol25 dataset).

Results
energy relative to the best compared isomer or geometry (same formula, charge and spin)	71.8	kcal per mole
DFT total energy	-25492.3180	eV
strongest force on any atom	3.70	eV/Å
E_HOMO	-8.90	eV
HOMO-LUMO gap	9.60	eV

Last columns: bonded neighbours and bond lengths (Å).
Atoms and positions in Å:
1 C 1.47644 2.89680 0.42608  C2 1.393, C3 1.432, H14 1.106
2 C 0.20872 2.62305 0.93471  C1 1.393, C4 1.378, H15 1.099
3 C 2.13683 1.85823 -0.30665  C1 1.432, C5 1.380, H16 1.098
4 C -0.32389 1.35432 0.86203  C2 1.378, C6 1.398, H17 1.074
5 C 1.63928 0.57222 -0.35060  C3 1.380, C6 1.416, H18 1.077
6 C 0.38374 0.31484 0.25112  C4 1.398, C5 1.416, C8 1.538
7 C -0.77081 -1.44717 1.68603  C8 1.543, S13 1.853, H19 1.034, H20 1.113
8 C -0.27735 -1.07360 0.27268  C6 1.538, C7 1.543, C10 1.624, S13 1.855
9 C -2.00254 -0.86696 -1.53886  C10 1.498, H21 1.039, H22 1.118, H23 1.119
10 C -0.90419 -1.76452 -1.05632  C8 1.624, C9 1.498, O12 1.380, H24 1.129
11 O 1.94588 -1.70878 1.81171  S13 1.468
12 O 0.07337 -2.03091 -1.99356  C10 1.380, H25 0.984
13 S 0.77907 -2.31488 1.15842  C7 1.853, C8 1.855, O11 1.468
14 H 1.94193 3.89365 0.54185  C1 1.106
15 H -0.44113 3.38609 1.38490  C2 1.099
16 H 3.00860 2.35639 -0.75217  C3 1.098
17 H -1.19686 0.92887 1.31966  C4 1.074
18 H 2.33197 -0.10533 -0.82010  C5 1.077
19 H -0.66771 -0.71467 2.40796  C7 1.034
20 H -1.64358 -2.12280 1.83248  C7 1.113
21 H -1.70320 -0.14233 -2.22059  C9 1.039
22 H -2.51693 -0.46329 -0.63146  C9 1.118
23 H -2.63980 -1.48746 -2.21847  C9 1.119
24 H -1.32183 -2.76238 -0.73437  C10 1.129
25 H 0.48402 -1.17939 -2.26648  O12 0.984

---

2.
# C10H12O3

The molecule C10H12O3 at a distorted geometry (ωB97M-V/def2-TZVPD, the OMol25 dataset).

Results
energy relative to the best compared isomer or geometry (same formula, charge and spin)	117.8	kcal per mole
DFT total energy	-16702.5720	eV
SMILES	O=C1[C@@H]2CCC=C=C(O)O[C@H]1CC2
strongest force on any atom	5.56	eV/Å
E_HOMO	-8.69	eV
HOMO-LUMO gap	9.27	eV

Last columns: bonded neighbours and bond lengths (Å).
Atoms and positions in Å:
1 O 0.43639 2.65033 -1.42353  C2 1.164
2 C 0.24666 1.76393 -0.69359  O1 1.164, C3 1.584, C11 1.589
3 C 1.25226 0.55808 -0.48718  C2 1.584, C4 1.504, C13 1.544, H14 1.017
4 C 0.99388 -0.70910 -1.25464  C3 1.504, C5 1.503, H15 1.045, H16 1.095
5 C -0.38411 -1.29030 -1.40217  C4 1.503, C6 1.497, H17 1.093, H18 1.242
6 C -1.00454 -1.71261 -0.10731  C5 1.497, C7 1.371, H19 1.027
7 C -2.13261 -1.04221 0.28901  C6 1.371, C8 1.284
8 C -2.62453 0.07897 -0.09660  C7 1.284, O9 1.346, O10 1.447
9 O -3.83098 0.22624 -0.67520  C8 1.346, H20 1.006
10 O -2.11651 1.39849 0.21179  C8 1.447, C11 1.400
11 C -0.79075 1.73521 0.50949  C2 1.589, O10 1.400, C12 1.528, H21 1.159
12 C -0.18119 0.83295 1.58137  C11 1.528, C13 1.473, H22 1.085, H23 1.100
13 C 1.09749 0.34761 1.03474  C3 1.544, C12 1.473, H24 1.094, H25 1.066
14 H 2.21882 0.85607 -0.59189  C3 1.017
15 H 1.55408 -1.41503 -0.72656  C4 1.045
16 H 1.42850 -0.48604 -2.23509  C4 1.095
17 H -0.18146 -2.22055 -1.93850  C5 1.093
18 H -1.19252 -0.65127 -2.09514  C5 1.242
19 H -0.53948 -2.44044 0.44822  C6 1.027
20 H -4.10922 1.18133 -0.52558  O9 1.006
21 H -0.95519 2.83013 0.85342  C11 1.159
22 H -0.82721 -0.00785 1.80990  C12 1.085
23 H -0.10713 1.54416 2.41688  C12 1.100
24 H 1.82664 1.02988 1.48168  C13 1.094
25 H 1.34268 -0.66869 1.24431  C13 1.066